C23H32NO4V as an isolated structure in a non-equilibrium geometry, computed with ωB97M-V with the def2-TZVPD basis set.

```
61
Properties=species:S:1:pos:R:3:forces:R:3:lowdin_spin:R:1
O 2.690 -0.480 -4.588 0.14 0.04 -0.13 0.000
C 3.230 -1.806 -4.768 -0.12 -0.02 0.11 0.000
C 4.156 -1.341 -5.886 0.10 0.03 -0.11 0.000
H 2.458 -2.522 -5.059 -0.01 0.04 0.00 0.000
H 3.724 -2.169 -3.864 0.00 0.03 0.02 0.000
C 3.550 0.057 -5.653 -0.12 -0.15 0.16 0.000
H 3.955 -1.766 -6.866 -0.02 -0.01 -0.03 0.000
H 5.220 -1.417 -5.674 0.04 0.01 0.02 0.000
C 2.713 0.596 -6.787 -0.07 0.03 -0.04 0.000
H 2.019 -0.160 -7.148 -0.03 -0.07 -0.01 0.000
H 3.346 0.909 -7.619 0.06 0.00 -0.02 0.000
H 2.135 1.459 -6.458 -0.02 0.05 0.05 0.000
C 4.501 1.089 -5.096 0.03 0.05 0.04 0.000
H 5.074 0.678 -4.267 0.03 -0.05 0.06 0.000
H 3.951 1.956 -4.731 -0.06 0.05 0.01 0.000
H 5.198 1.426 -5.863 0.02 -0.01 -0.05 0.000
V -1.177 0.772 2.350 -0.82 0.91 2.42 1.941
C -0.224 1.626 4.347 -0.24 -0.24 0.10 -0.018
C -0.509 0.264 4.547 0.33 0.14 -0.09 -0.017
C 0.342 -0.478 3.696 0.09 -0.10 -0.32 0.007
H -1.258 -0.146 5.200 0.13 0.20 0.06 0.000
C 1.146 0.428 2.983 0.26 -0.33 -0.18 0.015
C 0.788 1.731 3.364 -0.23 -0.08 -0.33 -0.018
H 1.204 2.646 2.976 0.06 0.07 0.01 0.000
H -0.705 2.446 4.850 -0.08 0.02 0.03 -0.001
H 0.332 -1.547 3.585 0.09 -0.19 0.04 0.003
H 1.876 0.167 2.236 0.10 -0.02 -0.04 0.002
C -3.005 2.226 2.835 0.59 0.54 0.15 -0.012
C -1.918 3.011 2.384 -0.41 0.12 -0.08 0.002
C -1.657 2.675 1.041 0.27 -0.33 0.23 -0.012
H -1.379 3.741 2.961 0.04 0.05 0.06 0.000
C -2.607 1.697 0.658 -0.62 -0.21 -0.39 0.034
C -3.437 1.435 1.757 0.03 0.16 -0.99 0.003
H -4.207 0.688 1.796 -0.15 0.10 -0.14 0.001
H -3.424 2.225 3.827 0.09 -0.02 -0.01 0.000
H -0.902 3.119 0.415 0.07 0.02 -0.06 0.000
H -2.652 1.190 -0.290 -0.04 0.02 -0.11 0.003
O -0.268 -0.090 0.483 0.08 -0.28 -0.26 0.038
C 0.591 0.707 -0.363 -0.14 -0.03 0.05 0.005
C 1.527 -0.274 -1.039 0.10 0.06 -0.07 0.001
H 1.096 1.442 0.259 0.08 0.07 0.07 0.001
H -0.035 1.234 -1.085 -0.06 0.01 -0.05 0.000
C 0.664 -1.526 -1.131 0.03 -0.04 -0.06 0.002
H 2.399 -0.461 -0.413 0.05 -0.03 0.08 0.000
H 1.875 0.089 -2.003 0.01 -0.02 -0.09 0.000
C -0.084 -1.500 0.183 -0.12 0.07 0.03 0.006
H 1.242 -2.439 -1.254 0.04 -0.04 -0.01 0.000
H -0.031 -1.450 -1.968 -0.04 0.02 -0.04 0.000
H 0.495 -1.948 0.992 0.15 0.00 0.09 0.001
H -1.064 -1.961 0.171 -0.05 0.01 -0.02 0.000
O -3.392 0.366 5.075 0.07 0.29 0.34 0.001
C -3.462 -0.547 4.270 0.43 1.57 0.97 0.001
C -4.439 -1.654 4.464 -0.81 -0.96 0.08 -0.001
C -4.240 -2.485 3.212 -0.92 -0.66 0.63 0.000
C -3.170 -1.735 2.495 0.25 -0.27 -0.90 0.005
O -2.810 -2.067 1.393 0.66 -0.47 -1.60 0.005
N -2.698 -0.643 3.135 -0.26 -0.85 0.67 0.004
H -4.196 -2.222 5.387 -0.30 0.60 -0.43 0.000
H -5.473 -1.246 4.510 0.76 -0.17 0.34 0.000
H -3.908 -3.520 3.444 -0.28 0.60 -0.46 0.000
H -5.165 -2.495 2.596 0.76 -0.29 0.19 0.000
```
Positions in Å, forces in eV/Å.

As for the maximum force: 0.0528 hartree/bohr. The energy is -59737.110 eV. The spin multiplicity is 3. Its relative energy (zero: lowest compared OMol25 entry of this formula, charge and spin) is 0.0 kcal per mole. As for the HOMO energy (spin up / spin down): -6.975 / -8.270 eV.

C23H32NOP2PtS as an isolated structure, computed with ωB97M-V with the def2-TZVPD basis set.

```
61
Properties=species:S:1:pos:R:3:forces:R:3:lowdin_spin:R:1
Pt -0.563 -0.222 -1.023 0.13 0.14 -0.01 0.038
S 3.356 1.972 -0.167 0.03 -0.03 -0.02 0.135
C 3.779 0.298 -0.308 0.00 0.02 0.00 0.128
C 5.019 -0.275 -0.084 0.00 0.00 0.00 -0.014
C 5.164 -1.639 -0.266 0.00 0.01 -0.01 0.146
C 4.080 -2.431 -0.688 -0.01 0.00 0.00 0.012
C 2.848 -1.876 -0.907 0.00 -0.02 0.02 0.083
C 2.655 -0.494 -0.698 -0.01 0.04 0.01 0.051
N 1.507 0.178 -0.835 -0.07 -0.16 -0.02 0.317
C 1.718 1.564 -0.650 -0.02 0.16 0.02 0.257
C 0.707 2.423 -0.939 0.08 -0.07 0.03 0.154
C 0.849 3.856 -0.926 0.02 0.07 0.01 0.141
C -0.141 4.627 -1.445 0.01 -0.01 -0.01 0.031
C -1.306 4.026 -1.981 0.01 -0.01 0.00 0.251
C -1.487 2.643 -1.914 -0.04 0.01 0.03 0.003
C -0.549 1.799 -1.352 -0.04 -0.04 -0.06 0.213
H 5.859 0.335 0.219 0.01 -0.01 0.00 -0.004
H 6.127 -2.102 -0.100 0.01 0.00 0.01 0.008
H 4.232 -3.489 -0.853 0.00 0.00 0.00 -0.002
H 2.023 -2.463 -1.269 -0.03 -0.02 -0.01 0.003
H 1.761 4.300 -0.546 0.00 0.02 0.00 0.008
H -0.036 5.703 -1.472 0.00 0.01 0.01 -0.003
H -2.069 4.647 -2.428 0.00 0.01 0.00 0.014
H -2.412 2.247 -2.313 0.00 -0.02 0.00 -0.005
C -3.587 1.023 0.140 -0.01 -0.02 0.01 0.000
P -2.788 -0.264 -0.851 -0.13 -0.06 0.03 0.006
C -3.726 -0.353 -2.401 0.01 0.05 0.00 0.002
C -3.264 -1.776 0.063 0.02 0.02 -0.03 0.000
C -2.482 -2.954 -0.496 0.02 0.03 0.01 0.000
P -0.698 -2.519 -0.590 -0.01 -0.10 -0.01 0.007
C -0.141 -3.811 -1.751 -0.01 -0.02 0.01 0.001
C -0.054 -2.999 1.038 0.01 0.00 -0.01 0.002
H -4.659 0.824 0.182 0.00 0.01 0.00 0.000
H -3.418 2.017 -0.264 0.02 0.01 -0.03 -0.001
H -3.177 0.983 1.149 0.03 0.01 -0.01 0.000
H -4.792 -0.470 -2.204 0.00 0.00 0.02 0.000
H -3.370 -1.191 -2.999 0.00 -0.01 0.01 0.000
H -3.570 0.556 -2.982 0.00 -0.02 -0.01 0.000
H -4.343 -1.927 0.011 0.00 0.00 -0.01 0.000
H -3.002 -1.598 1.110 0.00 0.00 0.00 0.000
H -2.812 -3.185 -1.512 0.01 -0.01 0.00 0.000
H -2.611 -3.860 0.099 -0.01 0.00 0.01 0.000
H -0.560 -4.771 -1.444 0.00 0.01 0.01 0.000
H 0.938 -3.918 -1.806 0.00 0.00 0.02 0.000
H -0.510 -3.568 -2.747 0.00 0.00 0.00 0.000
H -0.273 -4.042 1.266 0.00 0.00 -0.01 0.000
H -0.505 -2.347 1.788 -0.01 -0.01 -0.01 0.000
H 1.024 -2.840 1.072 0.02 0.00 -0.01 0.001
C 1.585 1.266 3.463 0.00 0.00 -0.02 0.001
C 0.838 2.417 2.787 -0.02 -0.02 -0.01 0.002
C -0.493 1.767 2.448 0.01 0.05 -0.01 0.003
O -0.184 0.415 2.105 -0.01 -0.06 0.00 0.003
C 1.036 0.027 2.750 -0.02 0.01 0.04 0.000
H 1.346 1.231 4.527 -0.01 0.00 0.00 0.000
H 2.667 1.350 3.365 0.00 0.00 0.00 0.001
H 1.345 2.722 1.872 0.01 0.00 0.00 0.002
H 0.730 3.291 3.427 -0.01 -0.01 0.01 0.000
H -0.990 2.223 1.589 0.00 -0.01 0.00 0.002
H -1.172 1.787 3.308 -0.02 0.01 -0.01 0.000
H 1.720 -0.346 1.982 0.02 0.02 -0.03 0.000
H 0.831 -0.788 3.449 0.02 -0.01 -0.01 0.000
```
Positions in Å, forces in eV/Å.

As for the maximum force: 0.0036 hartree/bohr. The energy is -60562.835 eV. The spin multiplicity is 3. Its relative energy (zero: lowest compared OMol25 entry of this formula, charge and spin) is 4.7 kcal per mole. As for the total charge: +1. As for the HOMO energy (spin up / spin down): -8.471 / -11.399 eV.

C23H33BNO4P2Pr as an isolated structure in a non-equilibrium geometry, computed with ωB97M-V with the def2-TZVPD basis set.

```
65
Properties=species:S:1:pos:R:3:forces:R:3:lowdin_spin:R:1
C -0.865 3.851 -1.610 0.38 1.09 -0.06 -0.001
C -0.839 2.537 -1.090 -0.30 -1.56 -0.40 -0.003
N 0.250 2.132 -0.332 -0.18 0.00 0.77 0.002
C 0.983 3.087 0.262 0.10 1.15 -0.28 0.001
C 0.897 4.422 -0.096 0.60 -0.46 0.60 -0.001
C 0.000 4.794 -1.093 -1.05 -0.17 -0.95 -0.001
C -1.858 1.613 -1.391 0.42 0.05 -1.12 -0.005
P -2.402 0.167 -0.515 0.25 0.17 -0.04 -0.004
Pr 0.514 -0.367 -0.879 -2.27 0.16 0.56 1.693
P 1.944 0.952 1.755 -1.57 0.61 1.54 0.105
C 1.928 2.742 1.398 0.30 -0.19 -0.17 0.000
C 0.240 -2.741 0.094 0.77 2.38 -0.72 -0.015
C -0.845 -3.118 0.859 -0.62 -1.70 0.50 -0.001
C -1.010 -4.479 1.215 -0.02 0.58 -0.01 -0.001
C -0.055 -5.427 0.834 0.23 0.18 -0.22 0.000
C 1.068 -5.016 0.105 0.20 0.25 -0.07 -0.002
C 1.220 -3.660 -0.257 -0.35 -1.35 0.32 -0.003
O -0.768 1.542 -4.872 1.39 0.77 -0.15 -0.015
O -0.824 -1.726 -2.947 0.43 -1.17 0.46 -0.036
H -1.629 4.088 -2.355 0.28 0.04 0.33 0.000
H 1.552 5.144 0.376 -0.11 0.01 0.05 0.000
H -0.069 5.834 -1.425 0.11 -0.34 0.07 0.000
C -3.752 0.837 0.541 -0.09 -0.26 0.13 -0.002
C -3.389 -0.679 -1.825 -0.05 0.10 0.08 -0.001
H 2.955 3.092 1.165 -0.42 -0.18 0.18 0.001
H 1.596 3.263 2.321 0.15 -0.41 -0.46 0.001
H -1.085 1.334 -5.750 -0.27 -0.12 -0.33 -0.001
H -2.458 1.838 -2.290 0.19 0.19 0.55 0.000
C 2.911 0.802 3.284 1.19 -0.04 0.18 0.038
C 2.977 0.231 0.403 0.31 0.07 0.88 0.000
H -1.593 -2.390 1.192 0.29 -0.22 -0.16 0.000
H -1.884 -4.791 1.794 0.27 0.07 -0.15 0.000
H -0.174 -6.482 1.103 0.02 0.42 -0.09 0.000
H 1.832 -5.740 -0.187 -0.21 0.07 0.13 0.000
H 2.116 -3.347 -0.812 -0.28 -0.26 0.08 -0.001
H 2.414 -1.291 -1.975 0.33 -0.15 -0.57 -0.058
H -0.773 -2.700 -2.805 -0.07 0.93 0.08 -0.002
H -0.532 -1.594 -3.849 0.16 0.25 -0.27 -0.009
H 0.058 2.060 -5.062 -1.13 -0.70 0.48 -0.003
H 3.002 -1.070 -1.573 0.01 -0.38 -0.09 -0.033
H -4.515 1.298 -0.095 0.09 -0.07 0.03 0.000
H -4.205 0.038 1.135 -0.04 0.08 0.02 0.000
H -3.355 1.601 1.211 0.11 -0.14 -0.02 0.000
H -4.220 -0.033 -2.123 -0.02 -0.09 -0.02 0.000
H -2.761 -0.900 -2.695 -0.26 0.16 0.36 -0.001
H -3.776 -1.626 -1.434 -0.03 0.17 -0.05 0.000
H 3.975 0.631 0.600 0.07 -0.15 0.03 -0.001
H 3.024 -0.873 0.446 -0.10 0.46 0.03 -0.002
H 2.744 0.613 -0.597 0.06 0.21 0.15 -0.015
H 3.835 1.404 3.244 -0.11 -0.27 0.08 0.007
H 2.314 1.138 4.149 0.04 -0.11 -0.57 0.001
H 3.174 -0.253 3.450 -0.06 0.26 0.00 0.001
O -0.080 -0.788 3.007 -0.03 0.37 0.05 0.064
B 0.138 0.400 2.204 0.23 -1.09 -2.20 0.227
O -0.780 1.433 2.602 -0.05 0.15 -0.04 0.067
C -1.212 1.014 3.834 0.73 -0.17 0.55 0.002
C -1.633 1.829 4.873 -0.03 -0.33 -0.25 0.001
C -1.613 1.281 6.165 -0.37 0.28 -0.16 0.001
C -1.263 -0.045 6.381 -0.16 -0.33 -0.05 0.001
C -0.887 -0.884 5.322 -0.20 0.11 -0.23 0.001
C -0.815 -0.316 4.059 0.51 0.55 0.54 0.004
H -1.909 2.859 4.661 0.15 -0.12 0.21 0.000
H -1.880 1.925 7.000 0.01 -0.21 -0.09 0.000
H -1.271 -0.452 7.390 -0.04 0.11 -0.15 0.000
H -0.617 -1.929 5.462 0.12 0.28 0.09 0.000
```
Positions in Å, forces in eV/Å.

As for the maximum force: 0.0507 hartree/bohr. The energy is -67385.203 eV. The spin multiplicity is 3. As for the HOMO energy (spin up / spin down): -4.892 / -4.047 eV.